1.
Computed, not measured: 11 unconnected molecules or ions with the total composition C51H120N6O5 at a distorted geometry, with the ωB97M-V functional and the def2-TZVPD basis.

Element x y z (Å)
C 0.12 5.11 -0.69
C -0.31 6.10 -1.81
N 0.17 7.49 -1.68
C -0.64 8.57 -2.27
C -0.90 8.36 -3.82
C 1.58 7.77 -2.04
C 2.10 9.02 -1.33
H -0.18 4.08 -0.91
H -0.20 5.33 0.33
H 1.18 5.22 -0.49
H 0.11 5.78 -2.77
H -1.40 6.09 -1.79
H -1.53 8.70 -1.66
H -0.25 9.58 -2.17
H -1.61 7.56 -4.04
H -1.10 9.30 -4.34
H 0.03 8.03 -4.28
H 1.85 7.77 -3.10
H 2.25 6.97 -1.74
H 2.00 10.01 -1.77
H 3.19 9.01 -1.45
H 1.86 8.96 -0.27
C 4.03 2.66 -4.04
C 5.31 2.36 -4.78
N 5.86 1.08 -4.39
C 4.96 -0.03 -4.71
C 5.56 -1.38 -4.23
C 7.28 0.96 -4.85
C 7.54 1.04 -6.38
H 3.90 2.30 -3.02
H 3.20 2.17 -4.55
H 3.86 3.74 -3.99
H 5.11 2.36 -5.85
H 6.12 3.02 -4.47
H 4.00 0.18 -4.24
H 4.79 -0.05 -5.79
H 4.86 -2.21 -4.20
H 6.40 -1.62 -4.88
H 5.83 -1.27 -3.18
H 7.63 -0.02 -4.54
H 7.94 1.66 -4.34
H 6.74 0.48 -6.87
H 8.46 0.52 -6.63
H 7.71 2.03 -6.80
C 5.01 -5.92 6.44
C 4.89 -5.14 5.10
N 5.41 -5.87 3.93
C 6.85 -6.07 3.93
C 7.28 -7.01 2.78
C 5.00 -5.13 2.73
C 3.82 -5.78 2.11
H 4.43 -6.84 6.41
H 4.65 -5.37 7.30
H 6.04 -6.18 6.67
H 3.84 -4.92 4.93
H 5.41 -4.18 5.11
H 7.23 -5.05 3.79
H 7.18 -6.48 4.88
H 8.37 -7.10 2.78
H 6.86 -8.02 2.85
H 6.82 -6.81 1.82
H 5.77 -5.14 1.96
H 4.85 -4.05 2.84
H 3.53 -5.42 1.12
H 2.92 -5.58 2.70
H 3.96 -6.86 2.02
C -2.89 -3.91 3.72
C -3.65 -4.33 4.95
N -4.89 -3.56 4.98
C -4.65 -2.14 5.35
C -5.79 -1.25 4.84
C -5.76 -4.25 5.95
C -7.21 -3.88 5.99
H -2.09 -4.65 3.66
H -2.50 -2.89 3.68
H -3.44 -3.92 2.78
H -3.89 -5.38 4.76
H -3.17 -4.22 5.93
H -3.84 -1.69 4.79
H -4.40 -1.91 6.38
H -6.48 -0.96 5.63
H -6.29 -1.77 4.03
H -5.42 -0.25 4.57
H -5.58 -5.30 5.72
H -5.34 -4.11 6.95
H -7.60 -3.89 4.97
H -7.76 -4.67 6.50
H -7.46 -2.89 6.38
C -3.99 2.93 1.46
C -4.14 4.11 2.45
N -4.63 5.36 1.83
C -5.96 5.22 1.19
C -7.03 4.53 2.03
C -4.57 6.52 2.65
C -3.20 6.84 3.05
H -3.29 3.13 0.66
H -4.86 2.62 0.88
H -3.67 2.00 1.93
H -4.62 3.90 3.41
H -3.12 4.18 2.82
H -6.36 6.22 1.08
H -5.81 4.65 0.27
H -7.99 4.90 1.66
H -6.95 3.45 2.04
H -7.05 4.85 3.08
H -5.23 6.53 3.52
H -4.98 7.40 2.16
H -2.60 7.21 2.22
H -2.50 6.14 3.50
H -3.34 7.62 3.80
C 5.49 2.96 6.49
C 5.16 1.95 5.33
N 4.01 2.40 4.46
C 3.82 1.33 3.50
C 5.00 0.91 2.57
C 2.86 2.72 5.21
C 1.74 3.26 4.35
H 5.40 4.01 6.23
H 6.52 2.80 6.78
H 4.82 2.77 7.33
H 6.05 1.88 4.71
H 4.88 0.98 5.76
H 3.39 0.43 3.95
H 3.09 1.60 2.73
H 5.77 1.68 2.54
H 5.47 -0.05 2.79
H 4.64 0.85 1.55
H 3.20 3.51 5.88
H 2.52 1.90 5.84
H 2.15 4.09 3.77
H 0.99 3.75 4.97
H 1.31 2.59 3.60
C 1.23 -3.17 -6.71
C 0.74 -3.70 -8.04
C -0.62 -4.30 -8.02
O 1.48 -3.77 -9.02
H 2.27 -2.84 -6.80
H 1.02 -3.91 -5.94
H 0.64 -2.30 -6.44
H -0.60 -5.07 -7.24
H -0.92 -4.84 -8.92
H -1.36 -3.53 -7.81
C -4.36 -8.37 -4.02
C -4.33 -6.94 -4.52
C -4.42 -6.78 -6.02
O -4.31 -5.89 -3.82
H -5.29 -8.81 -4.38
H -4.28 -8.37 -2.93
H -3.47 -8.92 -4.32
H -4.67 -5.77 -6.36
H -5.29 -7.28 -6.45
H -3.48 -6.99 -6.54
C -1.98 1.57 -4.91
C -1.75 2.45 -6.13
C -2.69 3.59 -6.50
O -0.82 2.24 -6.86
H -1.08 1.05 -4.57
H -2.55 0.65 -5.07
H -2.45 2.12 -4.10
H -3.09 4.12 -5.64
H -3.46 3.39 -7.25
H -2.01 4.21 -7.09
C -0.96 -2.95 -1.12
C 0.31 -2.07 -1.04
C 0.60 -1.25 0.25
O 1.07 -1.91 -2.04
H -1.90 -2.43 -0.94
H -0.77 -3.69 -0.34
H -1.11 -3.51 -2.04
H 1.49 -0.66 0.03
H 0.89 -1.92 1.06
H -0.15 -0.60 0.70
C -6.56 -4.66 0.06
C -7.23 -3.48 -0.64
C -6.26 -2.57 -1.33
O -8.40 -3.18 -0.35
H -5.56 -4.82 -0.35
H -7.22 -5.50 -0.13
H -6.31 -4.58 1.11
H -6.42 -1.52 -1.08
H -6.18 -2.50 -2.41
H -5.26 -2.73 -0.91

Calculated values
* HOMO level: -0.29290 hartree
* 2S+1: 1
* Kohn-Sham gap: 7.885 eV
* SMILES string: CCN(CC)CC.CCN(CC)CC.CCN(CC)CC.CCN(CC)CC.CCN(CC)CC.CCN(CC)CC.CC(C)=O.CC(C)=O.CC(C)=O.CC(C)=O.CC(C)=O
* energy above the lowest of the compared OMol25 structures with the same formula, charge and spin: 3.2027 eV
* molecular weight: 897.56 g mol⁻¹

***

2.
Computed, not measured: a molecular structure, C25H47AlClINO3Si2 at a distorted geometry, with the ωB97M-V functional and the def2-TZVPD basis.

Element x y z (Å)
O -1.08 -2.62 -1.22
O -1.93 -0.68 -2.56
C 0.22 -3.30 -1.26
C 0.70 -3.93 0.04
H 0.86 -2.47 -1.58
H 0.17 -4.08 -2.04
H 0.88 -3.18 0.82
H 1.70 -4.34 -0.15
H 0.07 -4.74 0.42
C -1.92 -2.91 -0.05
C -2.88 -4.06 -0.15
H -2.50 -2.00 0.10
H -1.32 -3.00 0.87
H -3.58 -3.89 -0.97
H -3.47 -4.18 0.77
H -2.36 -4.98 -0.35
C -3.09 0.29 -2.38
C -1.74 -1.47 -3.76
C -3.98 -0.16 -1.25
H -3.63 0.31 -3.34
H -2.64 1.26 -2.18
H -4.23 -1.23 -1.34
H -4.93 0.40 -1.27
H -3.53 -0.02 -0.25
C -2.97 -2.29 -3.93
H -0.84 -2.01 -3.52
H -1.53 -0.75 -4.56
H -3.24 -2.81 -3.00
H -2.77 -3.03 -4.69
H -3.80 -1.65 -4.21
H -1.57 -1.31 -1.76
Al 1.20 1.35 0.82
C 0.53 0.77 -0.93
Si 0.98 1.42 -2.67
H -0.54 0.78 -0.98
H 0.54 -0.32 -1.05
C 1.76 0.01 -3.64
C 2.13 2.84 -2.47
C -0.46 2.09 -3.69
C 2.90 2.20 0.69
Si 3.79 1.81 2.31
H 2.79 3.27 0.47
H 3.47 1.72 -0.12
C 5.29 2.90 2.27
C 4.32 0.03 2.35
C 2.70 2.21 3.77
H 0.02 2.67 -4.50
H -1.08 2.80 -3.12
H -1.12 1.37 -4.20
H 2.67 -0.33 -3.13
H 2.06 0.43 -4.62
H 1.11 -0.86 -3.85
H 3.01 2.52 -1.89
H 1.60 3.65 -1.95
H 2.40 3.12 -3.50
H 4.51 -0.37 1.36
H 3.57 -0.62 2.81
H 5.23 -0.06 2.94
H 2.37 1.30 4.27
H 1.82 2.80 3.51
H 3.31 2.79 4.47
H 5.76 2.90 3.25
H 5.03 3.93 2.02
H 6.02 2.55 1.54
Cl -2.40 0.51 6.23
C -1.44 0.21 4.85
C -0.46 -0.78 4.90
C 0.38 -1.01 3.80
I 1.75 -2.59 3.84
C 0.32 -0.15 2.69
O 1.24 -0.20 1.74
C -0.64 0.93 2.68
N -0.53 1.86 1.67
C -1.53 2.73 1.45
C -2.59 2.84 2.37
C -2.59 2.07 3.54
C -1.61 1.07 3.71
H -0.38 -1.38 5.79
H -1.53 3.31 0.51
H -3.39 3.51 2.13
H -3.36 2.19 4.29

Calculated values
* net charge: +1
* HOMO level: -0.37610 hartree
* 2S+1: 1
* Kohn-Sham gap: 6.806 eV
* energy above the lowest of the compared OMol25 structures with the same formula, charge and spin: 2.8261 eV
* molecular weight: 655.17 g mol⁻¹

***

3.
Computed, not measured: a molecular structure, C15H27N5O9PS2Ti at a distorted geometry, with the ωB97M-V functional and the def2-TZVPD basis.

Element x y z (Å)
Ti 0.14 0.08 0.12
C -0.10 4.50 0.40
O -0.81 3.87 -0.68
C -0.82 2.55 -0.62
O -0.29 1.87 0.26
N -1.49 1.97 -1.69
N -1.15 0.60 -1.83
H -0.09 5.56 0.17
H 0.91 4.11 0.48
H -0.61 4.32 1.35
H -1.42 2.53 -2.52
H -0.40 0.44 -2.50
H -1.96 0.06 -2.07
O 2.33 -5.11 1.75
C 1.88 -4.04 1.38
C 1.90 -2.74 2.22
O 2.29 -2.64 3.38
C 1.32 -1.78 1.37
C 0.87 -2.36 0.15
O 0.21 -1.60 -0.71
C 1.17 -3.77 0.09
O 0.87 -4.60 -0.80
O 1.07 -0.46 1.56
C -1.89 -3.30 1.72
N -2.71 -2.27 2.36
C -3.48 -2.73 3.50
P -2.33 -0.67 2.18
O -1.76 -0.45 0.81
N -3.75 0.21 2.26
C -4.63 0.13 1.11
C -4.43 0.57 3.49
N -1.53 -0.10 3.52
C -0.99 1.26 3.40
C -0.62 -1.00 4.25
H -2.54 -4.12 1.40
H -1.13 -3.70 2.39
H -1.40 -2.89 0.84
H -4.31 -3.36 3.16
H -3.88 -1.89 4.06
H -2.86 -3.33 4.18
H -4.05 -0.19 0.24
H -5.06 1.12 0.89
H -5.46 -0.57 1.27
H -3.73 0.51 4.33
H -5.29 -0.08 3.69
H -4.80 1.60 3.43
H -1.66 1.87 2.79
H 0.00 1.27 2.93
H -0.91 1.69 4.40
H -1.11 -1.96 4.44
H -0.39 -0.54 5.21
H 0.32 -1.19 3.73
C 5.40 2.34 -0.77
O 4.29 1.66 -1.34
C 3.15 1.58 -0.64
S 3.01 2.22 0.89
S 1.97 0.68 -1.49
H 6.25 2.11 -1.43
H 5.60 1.99 0.24
H 5.22 3.41 -0.75

Calculated values
* net charge: -1
* HOMO level (spin up / spin down): -0.05430 / -0.13637 hartree
* 2S+1: 3
* Kohn-Sham gap (spin up / spin down): 3.319 / 5.544 eV
* energy above the lowest of the compared OMol25 structures with the same formula, charge and spin: 1.4897 eV
* molecular weight: 564.38 g mol⁻¹

***

4.
Computed, not measured: 2 unconnected molecules or ions with the total composition C3H8N2O2, with the ωB97M-V functional and the def2-TZVPD basis.

Element x y z (Å)
C -0.67 -1.01 -0.91
N 0.51 -0.72 -0.56
C 0.92 0.70 -0.72
N 2.25 0.95 -0.23
O 0.04 1.64 -0.20
H -1.00 -2.05 -0.91
H -1.41 -0.26 -1.22
H 0.93 0.80 -1.81
H 2.24 1.26 0.73
H 2.82 0.11 -0.32
H -0.57 1.27 0.49
C -1.51 -0.68 1.41
O -1.87 0.47 1.29
H -0.49 -0.96 1.75
H -2.19 -1.52 1.20

Calculated values
* HOMO level: -0.34993 hartree
* 2S+1: 1
* Kohn-Sham gap: 9.526 eV
* SMILES string: C=N[C@H](N)O.C=O
* energy above the lowest of the compared OMol25 structures with the same formula, charge and spin: 3.1526 eV
* molecular weight: 104.11 g mol⁻¹

***

5.
Computed, not measured: C5H6N2O in the gas phase at a distorted geometry, with the ωB97M-V functional and the def2-TZVPD basis.

Element x y z (Å)
N -0.27 2.59 -0.43
C 0.66 1.80 -0.13
C 1.61 0.62 0.06
N 0.93 -0.70 0.34
C -0.01 -1.44 -0.28
C -1.17 -0.84 -0.60
C -1.83 0.20 0.46
O -3.00 0.67 0.16
H 2.19 1.00 1.07
H 2.12 0.62 -0.84
H 1.89 -1.25 0.56
H 0.21 -2.59 -0.46
H -1.96 -1.31 -1.17
H -1.38 0.62 1.24

Calculated values
* HOMO level: -0.32269 hartree
* 2S+1: 1
* Kohn-Sham gap: 8.927 eV
* SMILES string: N#CCN/C=C\C=O
* energy above the lowest of the compared OMol25 structures with the same formula, charge and spin: 4.4862 eV
* molecular weight: 110.12 g mol⁻¹

***

6.
Computed, not measured: 2 unconnected molecules or ions with the total composition C2H7N3O at a distorted geometry, with the ωB97M-V functional and the def2-TZVPD basis.

Element x y z (Å)
C 0.24 1.02 0.16
C 2.44 -0.93 0.16
N -0.66 0.18 -0.04
N -2.82 -0.62 -0.04
N -1.97 0.54 -0.45
O 0.49 2.28 -0.07
H 2.35 -0.29 1.05
H 1.40 -1.29 -0.16
H 3.33 -0.92 -0.49
H -2.99 -0.98 -1.00
H -2.15 -1.29 0.34
H -2.40 1.31 0.06
H -0.05 2.71 -0.66

Calculated values
* HOMO level (spin up / spin down): -0.31952 / -0.31797 hartree
* 2S+1: 1
* Kohn-Sham gap (spin up / spin down): 8.339 / 8.994 eV
* energy above the lowest of the compared OMol25 structures with the same formula, charge and spin: 8.0008 eV
* molecular weight: 89.10 g mol⁻¹

***

7.
Computed, not measured: 2 unconnected molecules or ions with the total composition C3H6F2IN at a distorted geometry, with the ωB97M-V functional and the def2-TZVPD basis.

Element x y z (Å)
C 0.99 0.41 0.64
C -0.09 -1.61 -0.08
C -1.19 0.67 -0.33
N -0.25 -0.17 0.11
F -2.27 0.19 -0.93
F 0.50 1.79 -1.85
I -1.51 2.61 0.16
H 1.42 -0.28 1.23
H 1.51 1.02 -0.11
H 0.82 1.17 1.47
H 0.12 -2.07 0.87
H -0.94 -2.00 -0.45
H 0.89 -1.73 -0.71

Calculated values
* HOMO level: -0.31273 hartree
* 2S+1: 1
* Kohn-Sham gap: 8.239 eV
* energy above the lowest of the compared OMol25 structures with the same formula, charge and spin: 2.4507 eV
* molecular weight: 220.99 g mol⁻¹

***

8.
Computed, not measured: a molecular structure, C6H12O2 at a distorted geometry, with the ωB97M-V functional and the def2-TZVPD basis.

Element x y z (Å)
C -1.23 0.33 -0.32
C -0.43 0.80 -1.47
C 1.81 1.40 -0.02
C 0.03 -1.93 0.10
C -0.13 -0.49 0.55
C -0.09 -0.26 1.90
O 1.09 0.33 -0.62
O -2.37 -0.48 -0.55
H -2.38 -0.87 -1.43
H -1.57 1.18 0.28
H -0.29 1.86 -1.62
H -0.43 0.16 -2.35
H 2.71 1.04 0.47
H 2.07 2.15 -0.77
H 1.23 1.90 0.76
H -0.85 -2.53 0.35
H 0.90 -2.37 0.59
H 0.21 -1.99 -0.98
H -0.76 -0.67 2.64
H 0.48 0.45 2.49

Calculated values
* HOMO level: -0.21723 hartree
* 2S+1: 1
* Kohn-Sham gap: 6.276 eV
* energy above the lowest of the compared OMol25 structures with the same formula, charge and spin: 7.3316 eV
* molecular weight: 116.16 g mol⁻¹

***

9.
Computed, not measured: 5 unconnected molecules or ions with the total composition CH11NO6 at a distorted geometry, with the ωB97M-V functional and the def2-TZVPD basis.

Element x y z (Å)
N 1.78 -1.17 0.47
C 1.17 -1.08 1.67
O 1.45 -0.41 2.63
O 0.02 -1.83 1.58
H 2.46 -0.49 0.16
H 1.35 -1.70 -0.26
H -0.53 -1.86 2.36
O -2.41 -0.93 0.11
H -1.65 -0.96 0.70
H -2.24 -1.61 -0.55
O 1.55 1.57 -1.06
H 1.67 1.57 -2.01
H 0.64 1.75 -0.82
O -0.80 -0.26 -2.08
H -0.47 0.04 -2.94
H -1.30 0.49 -1.75
O -0.74 2.13 0.28
H -1.29 1.71 0.95
H -0.64 3.04 0.56

Calculated values
* HOMO level: -0.37838 hartree
* 2S+1: 1
* Kohn-Sham gap: 10.578 eV
* SMILES string: NC(=O)O.O.O.O.O
* energy above the lowest of the compared OMol25 structures with the same formula, charge and spin: 0.4907 eV
* molecular weight: 133.10 g mol⁻¹

***

10.
Computed, not measured: 3 unconnected molecules or ions with the total composition C2H9NO3 at a distorted geometry, with the ωB97M-V functional and the def2-TZVPD basis.

Element x y z (Å)
C -0.12 0.12 2.04
C -0.50 0.17 0.58
N -1.45 -0.73 0.23
O -0.19 1.08 -0.16
H 0.73 -0.51 2.25
H 0.19 1.09 2.41
H -0.97 -0.17 2.65
H -1.91 -0.67 -0.66
H -1.59 -1.55 0.79
O -0.76 -1.62 -2.76
H 0.19 -1.63 -2.55
H -0.84 -2.53 -3.07
O 2.52 1.38 0.58
H 3.04 0.78 0.03
H 1.67 1.47 0.11

Calculated values
* HOMO level: -0.36944 hartree
* 2S+1: 1
* Kohn-Sham gap: 10.545 eV
* SMILES string: CC(N)=O.O.O
* energy above the lowest of the compared OMol25 structures with the same formula, charge and spin: 0.5058 eV
* molecular weight: 95.10 g mol⁻¹

***

Question: Among the records above, which one has the lowest molecular weight?
Answer: C2H7N3O